9
Properties=species:S:1:pos:R:3 method="wB97M-V/def2-TZVPD" e_tot_ha=-983.2342 orbital_gap_ha="0.2458 / 0.2639" s2=2.01 homo_energy_ev="-6.2 / -9.3" e_above_lowest_ev=4.656 multiplicity=3
N -0.597 -0.369 -0.683
N 0.383 1.093 1.426
O -1.610 -0.392 0.067
S 0.129 -1.958 -0.993
S 1.002 0.711 0.130
H -0.846 0.136 -1.487
H 0.910 0.898 2.219
H -0.951 -2.703 -1.227
H 0.789 1.678 -0.810


26
Properties=species:S:1:pos:R:3 method="wB97M-V/def2-TZVPD" e_tot_ha=-365.3391 orbital_gap_ha=0.3638 homo_energy_ev=-12.6 charge=+1 e_above_lowest_ev=0.382
C 1.010 2.826 1.378
C -0.123 2.803 0.365
N 0.080 1.733 -0.631
C -1.073 1.508 -1.543
H 1.977 2.963 0.888
H 0.898 3.620 2.110
H 1.064 1.878 1.919
H -1.067 2.606 0.872
H -0.205 3.768 -0.137
H 0.216 0.752 -0.065
H 0.896 1.905 -1.214
H -1.954 1.216 -0.983
H -0.797 0.690 -2.209
H -1.242 2.395 -2.149
C 0.030 -1.823 -0.335
C -0.107 -3.146 0.395
N -0.185 -4.220 -0.590
N 0.155 -0.656 0.589
H 0.869 -1.808 -1.031
H -0.870 -1.666 -0.934
H 0.713 -3.265 1.119
H -1.036 -3.129 0.970
H -0.369 -5.104 -0.133
H 0.722 -4.337 -1.033
H 1.007 -0.783 1.128
H -0.611 -0.729 1.253


63
Properties=species:S:1:pos:R:3 method="wB97M-V/def2-TZVPD" e_tot_ha=-1436.4263 orbital_gap_ha=0.2716 homo_energy_ev=-7.2 e_above_lowest_ev=4.427
C -4.383 0.120 1.812
N -3.005 0.585 1.572
C -3.002 1.611 0.514
C -1.976 -0.256 1.861
N -0.689 0.084 2.263
C 0.326 -0.974 2.028
C 1.695 -0.453 1.660
C 2.840 -0.700 2.437
C 4.072 -0.162 2.043
C 4.159 0.635 0.897
C 3.023 0.854 0.116
C 1.810 0.262 0.467
N -2.286 -1.591 1.770
C -2.906 -2.156 0.556
C -1.873 -2.572 2.772
H -4.392 -0.747 2.478
H -4.958 0.934 2.258
H -4.855 -0.157 0.860
H -2.034 1.704 0.014
H -3.749 1.314 -0.235
H -3.337 2.560 0.947
H 0.420 -1.700 2.854
H -0.043 -1.566 1.175
H 2.742 -1.292 3.347
H 4.954 -0.374 2.654
H 5.120 1.066 0.593
H 3.057 1.480 -0.776
H 0.929 0.369 -0.163
H -2.971 -1.406 -0.243
H -2.274 -2.983 0.214
H -3.915 -2.547 0.760
H -1.601 -2.084 3.715
H -2.713 -3.243 2.990
H -1.042 -3.169 2.386
C -0.362 5.893 2.493
C -1.488 5.192 1.753
C -2.341 6.186 0.964
O -0.928 4.330 0.728
C -0.333 3.163 1.134
O 0.531 2.709 0.400
C -0.850 2.519 2.309
C -0.193 1.308 2.804
C 0.144 1.307 4.329
C 0.098 2.502 5.051
C 0.474 2.557 6.401
C 1.037 1.430 7.009
C 1.134 0.237 6.283
C 0.666 0.171 4.973
C -1.977 3.110 2.967
O -2.670 2.544 3.794
O -2.321 4.421 2.623
H 0.280 5.191 3.039
H 0.242 6.424 1.747
H -0.775 6.631 3.192
H -3.111 5.636 0.412
H -2.807 6.919 1.629
H -1.680 6.690 0.252
H 0.789 1.483 2.352
H -0.258 3.412 4.555
H 0.302 3.479 6.958
H 1.314 1.462 8.062
H 1.558 -0.667 6.753
H 0.742 -0.778 4.436